Computed, not measured: one molecule with the formula C4H9NO, with ωB97M-V with the def2-TZVPD basis set.

Summary:
Lowest unoccupied orbital energy ... 0.8 eV
Kohn-Sham gap ... 9.98 eV
Maximum force ... 1.8 eV Å⁻¹
DFT total energy ... -287.733050 Eh
Highest occupied orbital energy ... -9.1352 eV
Relative energy (zero: lowest compared OMol25 entry of this formula, charge and spin) ... 2.705 eV
Charge ... 0

Each line ends with the Mulliken charge.
Element x y z (Å)
H (0.627, -0.750, 2.406)  0.238
O (1.422, 1.096, 0.551)  -0.642
H (2.074, -1.116, 1.470)  0.287
H (1.000, 2.282, -1.166)  0.286
C (-0.004, 1.798, -1.022)  -0.687
H (-0.886, -1.941, -0.421)  0.289
H (-1.718, -0.960, -1.605)  0.289
H (0.555, -2.002, 1.141)  0.347
H (-2.168, -0.862, 0.101)  0.287
N (-0.288, 0.167, -0.434)  -0.104
H (-0.456, 1.694, -1.985)  0.300
C (0.985, -1.038, 1.411)  -0.947
C (0.699, 0.104, 0.472)  0.634
C (-1.310, -0.929, -0.592)  -0.851
H (-0.533, 2.458, -0.329)  0.274

Computed, not measured: an isolated ion of composition C2H8N3 and charge +1, with ωB97M-V with the def2-TZVPD basis set.

Summary:
Lowest unoccupied orbital energy ... -3.0 eV
Kohn-Sham gap ... 11.58 eV
Maximum force ... 5.6 eV Å⁻¹
DFT total energy ... -244.966809 Eh
Highest occupied orbital energy ... -14.5393 eV
Relative energy (zero: lowest compared OMol25 entry of this formula, charge and spin) ... 2.743 eV
Charge ... +1

Each line ends with the Mulliken charge.
Element x y z (Å)
H (-0.553, 2.510, 0.698)  0.205
C (0.627, -0.464, -0.140)  -0.249
N (-0.897, -0.150, -0.754)  -0.304
H (1.364, -2.426, -0.125)  0.287
N (0.015, 1.811, 0.307)  -0.451
H (1.384, -0.038, -0.828)  0.362
H (0.852, 2.316, -0.122)  0.223
C (-0.233, 0.491, 0.511)  0.161
N (0.889, -1.682, 0.436)  -0.468
H (0.060, -2.159, 0.908)  0.303
H (-1.113, 0.302, -1.572)  0.222
H (-1.541, -0.866, -0.578)  0.242
H (-0.854, 0.353, 1.260)  0.467

Computed, not measured: C7H14NO4Os as an isolated structure, with ωB97M-V with the def2-TZVPD basis set.

Summary:
Lowest unoccupied orbital energy (spin up / spin down) ... -15.3 / -15.7 eV
Kohn-Sham gap (spin up / spin down) ... 7.26 / 7.88 eV
Maximum force ... 0.7 eV Å⁻¹
DFT total energy ... -720.112944 Eh
Highest occupied orbital energy (spin up / spin down) ... -22.5553 / -23.5355 eV
Multiplicity ... 5
Relative energy (zero: lowest compared OMol25 entry of this formula, charge and spin) ... 1.650 eV
Charge ... +3

Each line ends with the Mulliken spin population.
Element x y z (Å)
H (-1.512, -0.605, -2.396)  0.000
H (-2.598, 1.195, -0.120)  0.002
H (2.399, -0.973, -2.975)  -0.001
H (-2.931, -1.554, 0.820)  0.004
N (-0.168, 0.065, 2.069)  0.308
C (2.500, -0.951, -1.894)  0.003
H (2.152, 1.531, -2.663)  0.001
H (-3.034, -0.850, -1.523)  0.007
H (0.055, 2.965, -1.996)  0.001
Os (0.360, -0.013, 0.321)  3.237
H (-2.346, -2.913, -0.197)  0.007
C (0.119, 1.876, -1.977)  0.001
O (-0.658, 0.274, 4.400)  0.197
C (-2.058, 1.008, -1.047)  0.014
C (-0.426, 0.177, 3.300)  -0.007
H (-2.465, 1.644, -1.833)  0.000
H (3.464, -0.564, -1.573)  0.003
C (-2.026, -0.441, -1.449)  0.004
H (-1.405, -2.427, 1.231)  0.005
H (2.030, 1.958, -0.954)  -0.005
C (-2.058, -2.079, 0.438)  0.003
H (-0.343, 1.458, -2.869)  0.008
H (2.282, -1.923, -1.461)  0.003
O (-0.648, 1.394, -0.783)  0.065
O (1.429, -0.009, -1.391)  -0.014
C (1.534, 1.422, -1.771)  0.013
O (-1.263, -1.145, -0.418)  0.139

Computed, not measured: one molecule with the formula C5H8O, with ωB97M-V with the def2-TZVPD basis set.

Summary:
Lowest unoccupied orbital energy ... 1.2 eV
Kohn-Sham gap ... 10.43 eV
Maximum force ... 2.8 eV Å⁻¹
DFT total energy ... -270.415524 Eh
Highest occupied orbital energy ... -9.2470 eV
Relative energy (zero: lowest compared OMol25 entry of this formula, charge and spin) ... 3.874 eV
Charge ... 0

Each line ends with the Mulliken charge.
Element x y z (Å)
H (-2.430, 0.042, -0.853)  0.277
H (0.487, -1.847, 0.801)  0.261
C (-1.987, 0.410, 0.110)  -1.069
H (2.593, 0.285, 0.105)  0.315
H (-2.537, -0.085, 0.891)  0.348
C (-0.405, 0.147, 0.315)  0.250
H (1.248, -0.648, 1.861)  0.265
H (0.575, 1.674, -1.125)  0.489
C (0.555, 0.698, -0.659)  -0.069
O (-0.358, -0.242, -1.113)  -0.442
H (-2.150, 1.486, 0.087)  0.283
C (1.693, -0.216, -0.243)  -0.647
H (1.951, -0.907, -1.058)  0.210
C (0.767, -0.797, 0.881)  -0.471

Computed, not measured: an isolated ion of composition C2H7N6O2 and charge +1, with ωB97M-V with the def2-TZVPD basis set.

Summary:
Lowest unoccupied orbital energy ... -3.2 eV
Kohn-Sham gap ... 10.05 eV
Maximum force ... 4.4 eV Å⁻¹
DFT total energy ... -559.019232 Eh
Highest occupied orbital energy ... -13.2645 eV
Relative energy (zero: lowest compared OMol25 entry of this formula, charge and spin) ... 0.221 eV
Charge ... +1

Each line ends with the Mulliken charge.
Element x y z (Å)
H (-3.005, 0.479, 0.195)  0.406
N (0.185, -1.267, -2.500)  -0.354
H (0.991, -1.835, -2.894)  0.288
N (-0.227, 0.865, 2.441)  -0.479
N (-1.127, 0.110, 0.412)  0.854
H (0.333, 0.528, 3.313)  0.288
H (-0.740, -1.348, -2.790)  0.257
H (2.462, 1.166, -1.198)  0.372
N (-1.049, -0.537, -0.821)  -0.785
H (1.821, 0.068, 1.362)  0.252
C (-0.128, 0.335, 1.170)  0.431
H (-1.222, 1.070, 2.495)  0.308
O (-2.349, 0.596, 0.854)  -0.531
N (1.081, -0.188, 0.781)  -0.094
N (1.344, -0.322, -0.530)  -0.322
C (0.133, -0.768, -1.235)  0.557
O (1.497, 1.048, -1.055)  -0.447